Formula: C23H12Cl3GeN3O7SeY
Source: the OMol25 dataset
Level of theory: wB97M-V/def2-TZVPD

## Properties
- lowest unoccupied orbital energy (spin up / spin down) (eV) = -1.736 / -3.078
- multiplicity = 2
- HOMO level (spin up / spin down) (Eh) = -0.285 / -0.285
- <S²> = 0.765
- Kohn-Sham gap (spin up / spin down) (eV) = 6.0 / 4.7
- E_tot (eV) = -203325.61127

Cartesian coordinates (Å):
Y 1.094 -0.326 -0.802
O -2.635 -1.792 5.532
N -2.989 -2.526 4.633
O -3.771 -3.443 4.751
C -2.448 -2.270 3.285
C -3.281 -2.521 2.259
C -2.870 -2.250 0.922
C -3.717 -2.498 -0.173
C -3.265 -2.233 -1.435
C -1.979 -1.704 -1.589
N -1.168 -1.448 -0.578
C -1.594 -1.730 0.677
C -0.695 -1.511 1.787
N 0.553 -1.073 1.502
C 1.408 -0.888 2.490
C 1.081 -1.133 3.826
C -0.174 -1.572 4.139
C -1.113 -1.770 3.105
H -4.267 -2.920 2.453
H -4.708 -2.897 -0.002
H -3.873 -2.415 -2.309
H -1.598 -1.482 -2.577
H 2.397 -0.546 2.217
H 1.826 -0.972 4.591
H -0.450 -1.762 5.163
O 7.041 2.368 -1.059
C 5.942 1.901 -1.012
C 4.801 2.158 -2.012
O 4.834 2.877 -2.971
C 3.657 1.319 -1.542
C 4.028 0.602 -0.350
O 3.207 -0.160 0.216
C 5.415 0.929 0.053
O 6.012 0.525 1.016
O 2.524 1.198 -2.036
Se 0.180 2.006 0.448
C -0.735 2.919 -0.967
C -0.369 2.805 -2.306
C -1.097 3.460 -3.293
C -2.188 4.248 -2.958
C -2.545 4.376 -1.623
C -1.829 3.716 -0.636
H 0.507 2.242 -2.603
H -0.791 3.358 -4.326
H -2.747 4.763 -3.728
H -3.388 4.995 -1.341
H -2.127 3.820 0.400
Cl 1.865 -2.997 -0.835
Ge 2.888 -2.441 -2.941
Cl 0.809 -1.067 -3.414
Cl 2.341 -4.242 -4.047

Forces on the atoms, in the same order (eV/Å):
-0.2 0.4 0.2
0.0 0.1 0.0
0.0 -0.1 0.0
-0.1 0.0 0.0
-0.1 0.0 -0.1
0.1 0.0 0.1
0.0 0.0 -0.1
0.0 0.0 0.0
0.0 0.0 0.0
0.0 0.1 0.0
0.1 0.1 0.1
-0.1 -0.1 0.0
0.0 0.0 0.1
0.1 0.1 0.0
0.0 0.0 0.0
0.0 0.0 0.0
0.0 0.0 0.0
0.0 0.0 -0.1
0.0 0.0 0.0
0.0 0.0 0.0
0.0 0.0 0.0
0.0 0.0 0.0
0.0 0.0 0.0
0.0 0.0 0.0
0.0 0.0 0.0
-0.1 0.0 0.0
0.2 0.1 0.0
0.0 0.1 -0.2
0.0 0.0 0.1
0.0 0.0 0.0
-0.2 0.0 0.1
0.0 -0.1 0.0
0.2 -0.1 0.2
0.0 0.0 -0.1
-0.1 -0.2 -0.1
0.0 -0.3 0.0
0.0 -0.1 0.0
0.0 0.0 -0.1
0.0 0.0 0.0
0.0 0.0 0.0
0.0 0.0 0.0
-0.1 0.0 0.0
0.0 0.0 0.1
0.0 0.0 0.0
0.0 0.0 0.0
0.0 0.0 0.0
0.0 0.0 0.0
0.1 0.0 -0.2
-0.1 0.0 -0.1
0.3 -0.1 0.1
-0.1 0.0 0.1

Atom charges from the Mulliken analysis, given in e for atoms 1 to 2: atom 1 (Y): 0.3060, atom 2 (O): -0.5636